1.
Entry from the Open Molecules 2025 dataset: a molecular structure, C18H57N3O12 in a non-equilibrium geometry (the ωB97M-V functional and the def2-TZVPD basis).

Summary:
Energy above the lowest of the compared OMol25 structures with the same formula, charge and spin (eV): 37.638
HOMO energy (eV): -7.7
F_max (eV/A): 19.15
Orbital gap (Ha): 0.294
LUMO (eV): 0.355

Geometry (Å):
O: 0.6986 1.9256 1.6756
H: 0.9530 1.5334 2.5108
H: 1.0719 2.8066 1.7005
O: -1.8102 1.0467 1.6895
H: -1.2489 0.5301 1.1113
H: -1.2573 1.2467 2.4448
O: -0.0277 0.1389 0.7120
H: 0.3589 0.8989 1.1471
H: 0.1874 0.2569 -0.2132
C: 3.0441 1.1136 0.5216
C: 3.3487 -0.3572 0.7190
O: 4.7276 -0.7406 0.3585
O: 3.3861 1.9920 1.5674
H: 1.9560 1.1419 0.4641
H: 3.4591 1.4902 -0.4133
H: 2.7819 -0.9725 0.0202
H: 3.0750 -0.5848 1.7493
H: 4.9037 -1.6742 0.4963
H: 3.9001 2.6846 1.1458
C: -1.9500 -1.2477 0.2443
C: -2.5072 -2.6525 0.0621
O: -3.9517 -2.6541 0.0126
O: -2.3045 -0.6136 -0.9698
H: -0.8860 -1.1022 0.4314
H: -2.3957 -0.5769 0.9789
H: -2.2847 -3.4516 0.7693
H: -2.1074 -2.9098 -0.9187
H: -4.2414 -3.0656 0.8301
H: -3.2375 -0.3901 -1.0025
C: 2.3643 0.9218 -3.3288
C: 2.1576 1.0744 -1.8219
O: 0.8798 1.6350 -1.6688
O: 1.5839 -0.1263 -3.8129
H: 3.4062 0.7357 -3.5896
H: 2.2074 1.8943 -3.7954
H: 2.9484 1.7422 -1.4804
H: 2.3345 0.1204 -1.3252
H: 0.2393 0.9516 -1.4578
H: 2.2026 -0.6919 -4.2807
C: 0.3216 -1.8387 -0.5584
C: 0.0663 -0.8703 -1.7628
C: -0.8807 -1.6826 -2.6852
O: -0.4521 -2.8266 -3.3315
C: 0.5003 -2.5105 -4.3982
N: -0.5700 0.3496 -1.2308
H: -0.5988 -2.2120 -0.1091
H: 0.9639 -1.5345 0.2680
H: 0.7629 -2.6980 -1.0634
H: 1.0533 -0.8276 -2.2233
H: -1.1409 -0.9342 -3.4337
H: -1.7598 -1.9613 -2.1041
H: 0.0298 -2.0698 -5.2772
H: 0.9981 -3.3296 -4.9173
H: 1.3276 -1.9961 -3.9092
H: -1.3959 0.1164 -0.6982
H: -1.0639 0.8823 -1.9325
C: 2.0508 -1.2261 2.4591
C: 0.9261 -2.0938 2.7792
C: -0.2450 -1.3416 3.5255
O: 0.2085 -0.6856 4.7549
C: -0.8640 -0.7383 5.6214
N: 0.5219 -2.6290 1.5312
H: 1.9920 -0.2928 1.8992
H: 2.9462 -1.6907 2.0463
H: 2.4092 -0.6859 3.3355
H: 1.3261 -2.8525 3.4519
H: -1.0085 -2.1119 3.6348
H: -0.7513 -0.5851 2.9260
H: -1.1818 -1.7252 5.9577
H: -1.6877 -0.2980 5.0596
H: -0.6563 -0.1806 6.5346
H: 1.3126 -2.9745 1.0063
H: 0.3022 -1.7733 1.0419
C: 0.0804 2.5077 0.2460
C: -0.9495 2.8208 -0.8483
C: -2.4186 2.3518 -0.4362
O: -3.2854 2.2403 -1.4718
C: -4.6404 2.2062 -1.0855
N: -0.8161 4.1827 -1.3128
H: 1.0432 2.9679 0.0240
H: 0.2692 1.4449 0.3977
H: -0.1993 2.9785 1.1884
H: -0.5950 2.1445 -1.6261
H: -2.7956 3.0341 0.3257
H: -2.4142 1.3786 0.0547
H: -4.9796 3.1855 -0.7477
H: -4.8584 1.4089 -0.3750
H: -5.2264 1.9945 -1.9798
H: -0.2746 4.3339 -2.1519
H: -1.6685 4.5778 -1.6834

The molecule's Löwdin atomic charges, reported in e, are given here:
1 O -0.16
2 H 0.14
3 H 0.15
4 O -0.07
5 H -0.09
6 H 0.07
7 O -0.15
8 H -0.10
9 H -0.02
10 C -0.25
11 C -0.24
12 O -0.05
13 O -0.01
14 H 0.09
15 H 0.09
16 H 0.12
17 H -0.03
18 H 0.07
19 H 0.10
20 C -0.22
21 C -0.16
22 O -0.05
23 O -0.07
24 H 0.05
25 H 0.13
26 H 0.14
27 H 0.11
28 H 0.08
29 H 0.15
30 C -0.20
31 C -0.23
32 O -0.13
33 O -0.11
34 H 0.12
35 H 0.12
36 H 0.10
37 H 0.11
38 H -0.24
39 H 0.09
40 C -0.11
41 C -0.17
42 C -0.19
43 O -0.13
44 C -0.06
45 N 0.01
46 H 0.04
47 H 0.05
48 H 0.14
49 H 0.11
50 H 0.14
51 H 0.10
52 H 0.10
53 H 0.08
54 H 0.06
55 H -0.04
56 H 0.17
57 C -0.13
58 C -0.35
59 C -0.12
60 O -0.16
61 C -0.15
62 N 0.03
63 H 0.07
64 H 0.11
65 H 0.14
66 H 0.15
67 H 0.12
68 H 0.10
69 H 0.09
70 H 0.09
71 H 0.09
72 H 0.10
73 H -0.02
74 C -0.18
75 C -0.30
76 C -0.20
77 O -0.17
78 C -0.09
79 N 0.07
80 H 0.14
81 H 0.00
82 H 0.13
83 H 0.09
84 H 0.13
85 H 0.08
86 H 0.09
87 H 0.09
88 H 0.09
89 H 0.07
90 H 0.06

2.
Entry from the Open Molecules 2025 dataset: 11 unconnected molecules or ions with the total composition C18H58N20O13P in a non-equilibrium geometry (the ωB97M-V functional and the def2-TZVPD basis).

Summary:
Charge: -1
HOMO energy (eV): -2.5
F_max (eV/A): 1.80
Orbital gap (Ha): 0.133
LUMO (eV): 1.106

Geometry (Å):
C: -2.2859 1.0024 0.4616
C: -2.0857 0.2213 -0.8574
C: -3.3895 0.0036 -1.6579
C: -3.6872 -1.4661 -1.9995
C: -2.4463 -2.2848 -2.3995
C: -2.1050 -3.4568 -1.4533
C: -0.6331 -3.4739 -0.9905
C: -0.4446 -3.5813 0.5471
P: 0.6381 -2.4530 1.2285
O: 1.7028 -3.0220 2.1258
O: -0.1613 -1.3335 2.1219
O: 1.4363 -1.5753 0.1001
H: -3.3418 1.1368 0.7008
H: -1.8220 0.5119 1.3110
H: -1.8489 1.9943 0.4029
H: -1.4149 0.8296 -1.4642
H: -1.5885 -0.7168 -0.6235
H: -3.4272 0.6376 -2.5438
H: -4.2027 0.3491 -1.0230
H: -4.2565 -1.9129 -1.1878
H: -4.3680 -1.4653 -2.8525
H: -2.6290 -2.7157 -3.3855
H: -1.5702 -1.6490 -2.4941
H: -2.3054 -4.4010 -1.9627
H: -2.7639 -3.4474 -0.5851
H: -0.1467 -2.5873 -1.4060
H: -0.0889 -4.3250 -1.4325
H: -1.4006 -3.3787 1.0397
H: 0.1089 -0.4517 1.8482
H: 2.1958 -2.1113 -0.1570
C: 0.0598 3.2427 2.8496
O: -0.9143 2.5584 2.6123
N: 1.3150 2.6947 2.9913
N: 0.0250 4.6031 2.9915
H: 2.1268 3.2486 3.2051
H: 1.4015 1.6981 2.9111
H: -0.8645 5.0693 2.8985
H: 0.8464 5.1476 3.1851
C: 3.5067 -5.4078 5.1864
O: 3.5479 -5.8281 6.3370
N: 4.6018 -5.4815 4.3564
N: 2.4140 -4.8434 4.6254
H: 4.5930 -5.1455 3.4121
H: 5.4345 -5.8931 4.7288
H: 1.5895 -4.7660 5.1889
H: 2.3866 -4.4903 3.6784
C: 4.3679 4.8011 1.9704
O: 3.8036 5.1674 2.9921
N: 5.5194 5.3895 1.5219
N: 3.8802 3.7821 1.2147
H: 5.9971 5.1040 0.6893
H: 5.8924 6.1420 2.0684
H: 3.0328 3.3537 1.5419
H: 4.2995 3.4466 0.3689
C: -7.3456 0.1020 -0.3439
O: -6.5978 -0.3728 -1.1733
N: -8.6947 0.2532 -0.5652
N: -6.9012 0.5255 0.8790
H: -9.3268 0.6425 0.1066
H: -9.0468 -0.0499 -1.4527
H: -5.9194 0.4285 1.0675
H: -7.4951 0.9222 1.5809
C: 2.7878 -5.2106 -0.8031
O: 1.5910 -5.3926 -0.7737
N: 3.5941 -5.7278 -1.7922
N: 3.4159 -4.4559 0.1594
H: 4.5838 -5.5840 -1.8331
H: 3.1458 -6.2854 -2.4945
H: 2.8257 -4.0598 0.9029
H: 4.4032 -4.2818 0.1661
C: -1.9858 7.5867 1.0098
O: -2.4583 6.8204 1.8353
N: -0.6765 7.5812 0.6428
N: -2.7460 8.5275 0.3644
H: -0.3134 8.2148 -0.0491
H: -0.0747 6.9072 1.0770
H: -3.7200 8.5697 0.5934
H: -2.3626 9.1575 -0.3161
C: 0.5728 10.5094 -2.1748
O: 0.1409 9.7449 -1.3194
N: 1.8628 10.4988 -2.5822
N: -0.2327 11.4305 -2.7894
H: 2.2341 11.0937 -3.2985
H: 2.4713 9.8258 -2.1566
H: -1.1947 11.4617 -2.5121
H: 0.0948 12.0617 -3.4948
C: -0.5849 -8.2782 0.1278
O: 0.1893 -8.6898 -0.7307
N: -0.5774 -7.0114 0.6110
N: -1.5335 -9.1098 0.6771
H: -1.2159 -6.6992 1.3167
H: 0.0866 -6.3324 0.2648
H: -1.5636 -10.0599 0.3546
H: -2.1814 -8.8168 1.3816
C: -0.5499 -12.5257 1.6720
O: -1.5944 -11.9764 1.3735
N: -0.1801 -12.7304 2.9739
N: 0.3356 -12.9702 0.7312
H: 0.6783 -13.1693 3.2441
H: -0.8062 -12.4010 3.6836
H: 0.0993 -12.8109 -0.2302
H: 1.2064 -13.4111 0.9540
C: 3.6986 9.8396 -6.0397
O: 3.2713 10.3198 -5.0011
N: 4.8506 10.2792 -6.6277
N: 3.0540 8.8253 -6.6835
H: 5.2196 9.8974 -7.4772
H: 5.3442 11.0227 -6.1715
H: 2.2080 8.4823 -6.2677
H: 3.3825 8.4102 -7.5340

Results of the Löwdin charge analysis, in e, for atoms 1 through 99:
1 C -0.10
2 C -0.22
3 C -0.21
4 C -0.21
5 C -0.21
6 C -0.21
7 C -0.31
8 C -0.30
9 P 0.39
10 O -0.39
11 O -0.18
12 O -0.18
13 H 0.05
14 H 0.04
15 H 0.05
16 H 0.10
17 H 0.08
18 H 0.10
19 H 0.06
20 H 0.10
21 H 0.09
22 H 0.09
23 H 0.09
24 H 0.10
25 H 0.09
26 H 0.06
27 H 0.06
28 H 0.01
29 H 0.03
30 H 0.04
31 C -0.66
32 O 0.04
33 N 0.15
34 N 0.16
35 H 0.06
36 H 0.10
37 H 0.08
38 H 0.08
39 C -0.70
40 O -0.01
41 N 0.14
42 N 0.17
43 H 0.08
44 H 0.09
45 H 0.10
46 H 0.06
47 C -0.68
48 O 0.01
49 N 0.15
50 N 0.16
51 H 0.09
52 H 0.10
53 H 0.07
54 H 0.10
55 C -0.67
56 O 0.04
57 N 0.14
58 N 0.16
59 H 0.08
60 H 0.09
61 H 0.10
62 H 0.09
63 C -0.64
64 O 0.02
65 N 0.14
66 N 0.15
67 H 0.08
68 H 0.10
69 H 0.05
70 H 0.08
71 C -0.68
72 O 0.01
73 N 0.16
74 N 0.15
75 H 0.04
76 H 0.09
77 H 0.09
78 H 0.07
79 C -0.66
80 O 0.00
81 N 0.16
82 N 0.15
83 H 0.06
84 H 0.11
85 H 0.10
86 H 0.09
87 C -0.69
88 O -0.02
89 N 0.18
90 N 0.14
91 H 0.09
92 H 0.05
93 H 0.06
94 H 0.08
95 C -0.67
96 O 0.01
97 N 0.15
98 N 0.15
99 H 0.09

3.
Entry from the Open Molecules 2025 dataset: 9 unconnected molecules or ions with the total composition C18H59B2O7 in a non-equilibrium geometry (the ωB97M-V functional and the def2-TZVPD basis).

Summary:
Charge: -1
HOMO energy (eV): -6.6
F_max (eV/A): 2.05
Orbital gap (Ha): 0.340
LUMO (eV): 2.697

Geometry (Å):
O: 1.5122 1.4221 3.1924
H: 2.5573 1.2653 3.2750
H: 1.3256 2.3717 3.2365
H: 1.1941 1.0975 2.2745
B: 4.1556 0.6522 2.9902
H: 3.8419 0.0564 3.9289
H: 3.8982 1.7827 3.0524
H: 5.3021 0.6086 2.8616
H: 3.6619 0.1963 2.0485
B: 0.5236 1.0828 0.5027
H: 0.3901 0.6179 -0.5421
H: -0.1814 1.9852 0.6268
H: 0.3581 0.2400 1.2681
H: 1.5985 1.4610 0.6647
C: -3.7101 0.2158 0.9889
C: -3.4246 1.5789 0.3414
C: -2.9726 2.6022 1.3790
O: -2.3409 1.3824 -0.5804
H: -4.0318 -0.4460 0.1790
H: -4.5859 0.2683 1.6412
H: -2.8493 -0.2315 1.4804
H: -4.2611 1.9935 -0.2183
H: -2.3279 3.3688 0.9480
H: -2.4093 2.1926 2.2248
H: -3.7893 3.0803 1.9299
H: -1.5275 1.2571 -0.0425
C: -4.0008 -1.1136 -4.5793
C: -3.0687 -0.6982 -3.4581
C: -1.5848 -0.5712 -3.7894
O: -3.4917 0.5768 -2.9877
H: -5.0474 -0.9728 -4.3128
H: -3.8503 -2.1527 -4.8727
H: -3.8097 -0.4575 -5.4323
H: -3.1336 -1.3976 -2.6145
H: -1.3742 0.1023 -4.6281
H: -1.0772 -1.4793 -4.1383
H: -0.9744 -0.1792 -2.9765
H: -3.0639 0.7418 -2.1248
C: -1.0418 -4.2626 1.0731
C: -0.4703 -2.9222 0.6367
C: -1.1604 -2.3854 -0.5877
O: -0.5427 -1.9786 1.6951
H: -0.4992 -4.5919 1.9610
H: -0.9359 -5.0326 0.3078
H: -2.1049 -4.2753 1.3278
H: 0.5851 -3.1341 0.4296
H: -1.1721 -3.1424 -1.3777
H: -0.6796 -1.4981 -0.9998
H: -2.2070 -2.1612 -0.3715
H: -0.3369 -1.0682 1.3956
C: 2.0019 0.5325 -3.5502
C: 2.2797 -0.6771 -2.6506
C: 3.4421 -1.5310 -3.1290
O: 2.6664 -0.1446 -1.3820
H: 1.7242 0.1298 -4.5338
H: 2.8974 1.1167 -3.7614
H: 1.2149 1.1546 -3.1328
H: 1.4146 -1.3069 -2.4151
H: 4.3792 -0.9793 -3.1704
H: 3.2059 -1.9459 -4.1151
H: 3.5724 -2.4327 -2.5282
H: 1.9413 0.3374 -0.9366
C: -0.4649 -3.5488 5.0699
C: 0.5510 -2.4031 5.0452
C: 1.8133 -2.7774 4.2729
O: -0.0648 -1.3254 4.3512
H: -0.5971 -3.9076 4.0477
H: -1.4366 -3.3088 5.4982
H: -0.0605 -4.4248 5.5911
H: 0.8397 -2.0531 6.0362
H: 1.8432 -2.5234 3.2154
H: 2.1579 -3.8150 4.3662
H: 2.6587 -2.2490 4.7188
H: -0.2409 -1.5819 3.4266
C: 0.0354 4.1427 -2.1143
C: 1.4022 4.0141 -1.4607
C: 2.4945 5.0241 -1.8023
O: 1.3275 3.9436 -0.0485
H: 0.0191 3.6848 -3.1067
H: -0.2832 5.1867 -2.1679
H: -0.7176 3.5743 -1.5664
H: 1.8407 3.0448 -1.7451
H: 2.4494 5.9162 -1.1734
H: 2.3542 5.3837 -2.8284
H: 3.5083 4.6318 -1.7529
H: 0.9657 3.0698 0.2055

The molecule's Löwdin atomic charges, reported in e, are given here:
1 O 0.12
2 H 0.03
3 H 0.15
4 H 0.06
5 B -0.40
6 H -0.05
7 H -0.03
8 H -0.05
9 H -0.04
10 B -0.35
11 H 0.02
12 H 0.01
13 H 0.00
14 H 0.03
15 C -0.04
16 C -0.44
17 C -0.06
18 O -0.11
19 H 0.07
20 H 0.08
21 H 0.08
22 H 0.14
23 H 0.08
24 H 0.08
25 H 0.07
26 H 0.02
27 C -0.06
28 C -0.49
29 C -0.06
30 O -0.07
31 H 0.07
32 H 0.07
33 H 0.08
34 H 0.12
35 H 0.08
36 H 0.08
37 H 0.05
38 H 0.04
39 C -0.05
40 C -0.47
41 C -0.05
42 O -0.09
43 H 0.06
44 H 0.08
45 H 0.08
46 H 0.14
47 H 0.09
48 H 0.06
49 H 0.08
50 H 0.04
51 C -0.06
52 C -0.48
53 C -0.06
54 O -0.09
55 H 0.07
56 H 0.08
57 H 0.06
58 H 0.12
59 H 0.08
60 H 0.07
61 H 0.07
62 H 0.00
63 C -0.06
64 C -0.46
65 C -0.05
66 O -0.08
67 H 0.05
68 H 0.07
69 H 0.07
70 H 0.13
71 H 0.08
72 H 0.07
73 H 0.07
74 H 0.04
75 C -0.04
76 C -0.49
77 C -0.05
78 O -0.09
79 H 0.07
80 H 0.08
81 H 0.07
82 H 0.12
83 H 0.07
84 H 0.07
85 H 0.07
86 H 0.00

- orbital gap of number 3 (C18H59B2O7)?
  0.340 Ha

- What is the formula in the second record?
  C18H58N20O13P

- Number 2 is which compound?
  C18H58N20O13P

- The lowest HOMO energy belongs to which entry?
  C18H57N3O12